Run i
Here is the molecule C9H10N2S from the Open Molecules 2025 dataset. Energies are from ωB97M-V with the def2-TZVPD basis set.

Atoms and positions in Å:
1 S -2.316 -1.755 0.911
2 N -0.476 -1.622 -1.054
3 N -0.930 0.671 0.151
4 C 0.342 0.269 0.168
5 C 0.607 -1.030 -0.359
6 C -1.716 -1.276 -0.652
7 C 2.911 -0.897 0.262
8 C -1.389 1.932 0.017
9 C 2.688 0.380 0.761
10 C 1.863 -1.596 -0.313
11 C -2.681 2.230 -0.145
12 C 1.442 0.964 0.698
13 H 3.506 0.927 1.209
14 H -3.428 1.457 -0.215
15 H -3.011 3.250 -0.222
16 H -1.124 -1.791 1.498
17 H -0.642 2.731 0.046
18 H 2.015 -2.579 -0.734
19 H -2.504 -1.159 -1.380
20 H -0.332 -1.722 -2.054
21 H 3.894 -1.338 0.310
22 H 1.280 1.954 1.098

The calculation puts the HOMO energy (spin up / spin down) at -6.91 / -6.91 eV. Its charge is 0.

Here are the natural (NBO) charges for atoms 1 to 4, given in e:
1 S 0.10
2 N -0.58
3 N -0.54
4 C 0.14

=====

Run ii
Here is the molecule C9H10N2S from the Open Molecules 2025 dataset. Energies are from ωB97M-V with the def2-TZVPD basis set.

Atoms and positions in Å:
1 S 2.094 -0.804 -1.131
2 N 1.377 0.564 1.227
3 N 3.059 1.570 -0.020
4 C -1.169 1.166 0.103
5 C -3.493 0.587 -0.669
6 C -2.195 -0.960 0.620
7 C -3.353 -0.605 -0.097
8 C -2.382 1.491 -0.454
9 C 0.931 -1.760 0.131
10 C 2.198 0.529 0.197
11 C -0.989 -0.093 0.633
12 C 0.453 -0.669 1.050
13 H 0.147 -1.035 2.009
14 H -0.293 1.996 0.224
15 H 3.399 2.229 0.748
16 H 1.537 -2.590 0.597
17 H 4.053 1.389 -0.411
18 H -4.214 -1.366 -0.603
19 H -2.251 -1.994 0.899
20 H -2.643 2.505 -0.982
21 H -4.397 0.669 -1.232
22 H 0.098 -2.003 -0.694

The SMILES is NC1=N[C@@H](c2ccccc2)CS1. The calculation puts the HOMO energy at -8.74 eV. Its charge is 0.

Here are the natural (NBO) charges for atoms 1 to 4, given in e:
1 S 0.11
2 N -0.49
3 N -0.84
4 C -0.26

=====

Least stable of them? run ii.

=====

Run i
Here is the molecule C6H5N from the Open Molecules 2025 dataset. Energies are from ωB97M-V with the def2-TZVPD basis set.

Atoms and positions in Å:
1 N 0.739 0.586 0.154
2 C -2.319 2.293 -0.461
3 C -1.394 1.512 -0.481
4 C 1.182 -1.730 0.327
5 C -0.419 0.497 -0.502
6 C 0.672 -2.824 0.223
7 C 1.597 -0.397 0.475
8 H 0.984 1.516 0.477
9 H -0.638 -0.464 -0.940
10 H -3.169 2.939 -0.438
11 H 2.525 -0.130 0.956
12 H 0.241 -3.799 0.210

The calculation puts the HOMO energy (spin up / spin down) at -6.97 / -6.96 eV. Its charge is 0.

Here are the natural (NBO) charges for atoms 1 to 4, given in e:
1 N -0.35
2 C -0.23
3 C -0.09
4 C -0.08

=====

Run ii
Here is the molecule C6H5N from the Open Molecules 2025 dataset. Energies are from ωB97M-V with the def2-TZVPD basis set.

Atoms and positions in Å:
1 N -0.488 -1.333 -0.327
2 C 1.704 -0.122 2.184
3 C 1.280 -0.460 1.104
4 C -1.139 2.190 -0.637
5 C -1.021 1.007 -0.869
6 C 0.774 -0.864 -0.156
7 C -0.954 -0.373 -1.199
8 H 1.422 -0.867 -1.023
9 H 2.072 0.179 3.140
10 H -1.231 3.230 -0.414
11 H -1.404 -0.696 -2.137
12 H -1.017 -1.891 0.335

The calculation puts the HOMO energy (spin up / spin down) at -7.73 / -7.47 eV. Its charge is 0.

Here are the natural (NBO) charges for atoms 1 to 4, given in e:
1 N -0.56
2 C -0.18
3 C -0.10
4 C -0.25

=====

Least stable of them? run ii.

=====

Run i
Here is the molecule C4H8N4O from the Open Molecules 2025 dataset. Energies are from ωB97M-V with the def2-TZVPD basis set.

Atoms and positions in Å:
1 O -1.677 1.997 -0.361
2 N 0.227 -0.832 0.796
3 N -0.057 -2.187 0.939
4 N -0.094 1.872 1.266
5 N -1.333 -0.680 -1.160
6 C 2.155 0.077 -0.882
7 C 0.985 -0.230 -0.386
8 C -0.448 -0.049 -0.242
9 C -0.766 1.419 0.189
10 H -0.696 -2.302 1.719
11 H -0.987 -0.631 -2.111
12 H -2.229 -0.200 -1.123
13 H -0.441 2.694 1.733
14 H -0.475 -2.587 0.097
15 H 0.517 1.241 1.760
16 H 3.008 -0.572 -0.761
17 H 2.310 0.967 -1.473

The SMILES is C=C1N(N)[C@@]1(N)C(N)=O. The calculation puts the HOMO energy at -8.99 eV. Its charge is 0.

Here are the natural (NBO) charges for atoms 1 to 4, given in e:
1 O -0.62
2 N -0.27
3 N -0.66
4 N -0.82

=====

Run ii
Here is the molecule C4H8N4O from the Open Molecules 2025 dataset. Energies are from ωB97M-V with the def2-TZVPD basis set.

Atoms and positions in Å:
1 O -1.251 -1.982 -0.431
2 N 2.678 -0.762 0.198
3 N -2.119 -0.069 0.435
4 N -0.984 0.380 -0.150
5 N 0.177 -1.587 -0.104
6 C 1.695 0.243 0.042
7 C 0.213 -0.307 -0.191
8 C -0.991 1.840 -0.189
9 C -2.185 -1.350 0.196
10 H 1.696 1.110 0.751
11 H -1.990 2.289 -0.599
12 H 1.957 0.755 -0.956
13 H -0.937 2.141 0.940
14 H 2.876 -1.483 -0.531
15 H 2.400 -1.313 0.958
16 H -3.032 -2.000 0.504
17 H -0.202 2.095 -0.872

The SMILES is CN1N=CON=C1CN. The calculation puts the HOMO energy at -8.21 eV. Its charge is 0.

Here are the natural (NBO) charges for atoms 1 to 4, given in e:
1 O -0.41
2 N -0.82
3 N -0.33
4 N -0.31

=====

Least stable of them? run ii.

=====

Run i
Here is a 3-piece molecular cluster, C7H14O2 overall from the Open Molecules 2025 dataset. Energies are from ωB97M-V with the def2-TZVPD basis set.

Atoms and positions in Å:
1 O 0.062 0.161 1.737
2 O -2.919 -0.383 1.847
3 C -0.659 0.560 -0.513
4 C -0.487 -1.761 0.482
5 C -2.661 0.343 0.680
6 C 2.124 1.690 -0.527
7 C 2.307 -0.541 -1.620
8 C 1.576 0.537 -0.891
9 C -0.423 -0.278 0.557
10 H 1.560 2.474 -0.017
11 H 0.389 1.069 1.636
12 H -0.635 1.634 -0.399
13 H -2.335 -0.057 2.545
14 H 3.351 -0.274 -1.851
15 H 3.162 1.957 -0.755
16 H -1.180 -2.115 1.250
17 H -2.750 1.423 0.814
18 H 1.814 -0.777 -2.569
19 H 0.498 -2.182 0.690
20 H -0.836 -2.096 -0.493
21 H -1.009 0.132 -1.439
22 H 2.327 -1.469 -1.037
23 H -3.276 -0.047 -0.126

The calculation puts the HOMO energy (spin up / spin down) at -6.29 / -6.36 eV. Its charge is 0.

Here are the natural (NBO) charges for atoms 1 to 4, given in e:
1 O -0.69
2 O -0.72
3 C -0.36
4 C -0.69

=====

Run ii
Here is C7H14O2 as an isolated structure from the Open Molecules 2025 dataset. Energies are from ωB97M-V with the def2-TZVPD basis set.

Atoms and positions in Å:
1 O -1.242 0.565 0.772
2 O 0.643 0.935 -0.183
3 C -0.206 0.154 0.314
4 C 0.407 2.430 -0.039
5 C 1.263 -1.643 1.159
6 C 0.463 -1.556 -1.263
7 C -0.400 2.752 -1.220
8 C 0.116 -1.375 0.136
9 C -1.098 -2.182 0.576
10 H 1.370 -0.937 2.108
11 H 1.165 -2.873 1.766
12 H 1.637 2.626 -0.035
13 H -0.285 2.549 1.047
14 H -1.135 -3.349 0.231
15 H -1.200 2.415 -1.152
16 H 0.196 2.617 -2.264
17 H -1.738 -2.153 1.600
18 H -0.044 -1.533 -1.943
19 H 0.727 -2.744 -1.583
20 H 1.216 -0.817 -1.768
21 H 2.171 -1.879 0.777
22 H -2.145 -1.592 -0.187
23 H -0.421 4.189 -1.283

The calculation puts the HOMO energy at -9.75 eV. Its charge is 0.

Here are the natural (NBO) charges for atoms 1 to 4, given in e:
1 O -0.64
2 O -0.53
3 C 0.82
4 C -0.13

=====

Run iii
Here is a 3-piece molecular cluster, C7H14O2 overall from the Open Molecules 2025 dataset. Energies are from ωB97M-V with the def2-TZVPD basis set.

Atoms and positions in Å:
1 O 0.569 3.116 0.429
2 O -2.390 -1.229 1.618
3 C -1.620 0.401 -1.448
4 C -2.676 1.151 -1.151
5 C -0.533 0.139 -0.504
6 C 1.665 -1.897 0.946
7 C 1.744 -0.655 0.100
8 C 2.758 0.196 0.165
9 C 0.619 -0.429 -0.852
10 H -1.544 -0.028 -2.443
11 H 2.812 1.084 -0.452
12 H -3.458 1.366 -1.868
13 H 0.620 2.775 -0.471
14 H 3.596 0.049 0.836
15 H 0.658 -2.066 1.326
16 H -0.729 0.438 0.519
17 H 1.982 -2.777 0.380
18 H 0.322 2.347 0.949
19 H 0.782 -0.737 -1.882
20 H -2.819 1.614 -0.180
21 H 2.336 -1.830 1.804
22 H -2.812 -1.002 0.773
23 H -1.880 -2.025 1.404

The SMILES is C=C/C=C/C(=C)C.O.O. The calculation puts the HOMO energy at -9.17 eV. Its charge is 0.

Here are the natural (NBO) charges for atoms 1 to 4, given in e:
1 O -0.93
2 O -0.94
3 C -0.23
4 C -0.38

=====

Run iv
Here is C7H14O2 as an isolated structure from the Open Molecules 2025 dataset. Energies are from ωB97M-V with the def2-TZVPD basis set.

Atoms and positions in Å:
1 O -0.265 -2.676 -0.614
2 O -0.224 -0.113 -0.563
3 C -0.612 1.282 -0.430
4 C 1.816 -3.583 1.538
5 C 0.294 1.925 0.625
6 C -0.344 2.191 -1.703
7 C 0.321 -2.086 0.324
8 C -2.165 1.306 -0.277
9 C 1.704 -2.676 0.566
10 H -0.056 2.899 1.002
11 H 2.489 -2.532 -0.164
12 H 0.714 2.319 -2.016
13 H 1.242 2.154 0.098
14 H 0.366 -0.675 0.048
15 H -2.587 2.273 0.064
16 H -0.196 -2.247 1.266
17 H 0.584 1.332 1.495
18 H 0.898 -3.968 2.019
19 H -0.686 3.207 -1.500
20 H -2.582 1.177 -1.295
21 H 2.765 -3.963 1.863
22 H -0.828 1.929 -2.664
23 H -2.649 0.525 0.317

The calculation puts the HOMO energy at -9.66 eV. Its charge is 0.

Here are the natural (NBO) charges for atoms 1 to 4, given in e:
1 O -0.40
2 O -0.69
3 C 0.26
4 C -0.39

=====

Least stable of them? run ii.